C3H2O2 | ωB97M-V/def2-TZVPD

* highest occupied orbital energy (alpha / beta): -8.972 / -8.870 eV
* LUMO energy (alpha / beta): -1.114 / -1.040 eV
* SMILES: O=CC1=CO1
* HOMO-LUMO gap (alpha / beta): 7.86 / 7.83 eV
* E_tot: -7233.03100 eV
* charge: 0
* energy above the lowest of the compared OMol25 structures with the same formula, charge and spin: 89.3 kcal/mol

Last columns: bonded neighbours and bond lengths (Å).
Element x y z (Å)
1 O 2.081 -0.324 -0.015  C2 1.220
2 C 1.156 0.469 -0.067  O1 1.220, C3 1.404, H6 1.178
3 C -0.186 0.073 0.043  C2 1.404, C4 1.305, O5 1.467
4 C -1.153 -0.796 -0.072  C3 1.305, O5 1.431, H7 0.991
5 O -1.562 0.575 -0.033  C3 1.467, C4 1.431
6 H 1.247 1.644 -0.074  C2 1.178
7 H -1.582 -1.640 0.219  C4 0.991